# 1
A structure of composition C2H5N3S2 at a distorted geometry, computed with ωB97M-V/def2-TZVPD.

```
12
Properties=species:S:1:pos:R:3:forces:R:3:mulliken_charge:R:1
C 0.682447 1.264384 -0.427044 1.23 0.37 1.19 0.25
C -0.163419 0.782655 0.782048 -0.54 0.19 -2.72 -0.69
N -0.066583 -0.599801 1.125844 1.76 2.46 1.55 0.30
N -0.211848 -1.625928 0.433505 -0.92 -3.05 -1.03 -0.62
N -0.616493 -1.522281 -0.753095 -1.26 -0.60 1.01 -0.29
S 0.516613 0.680701 -2.018680 0.09 0.36 -1.48 -0.22
S 1.828586 2.436092 -0.222638 -0.59 -0.33 0.27 -0.27
H 0.029515 1.371778 1.683242 -0.32 0.04 -0.51 0.44
H -1.145771 0.805992 0.319342 -0.86 0.92 0.56 0.33
H 0.410360 -0.710876 1.976169 0.55 -0.93 1.10 0.30
H -0.323925 -0.430590 -1.920316 0.43 1.05 0.57 0.27
H -0.939483 -2.452126 -0.978374 0.43 -0.48 -0.51 0.20
```
Forces are in eV/Å.

As for the HOMO energy: -0.31080 Ha. Its LUMO energy is -0.14 eV. The gap between HOMO and LUMO is 8.315 eV. The largest force on an atom is 0.0662 hartree/bohr.

---

# 2
An isolated molecule of C2H5N3S2 at a distorted geometry, computed with ωB97M-V/def2-TZVPD.

```
12
Properties=species:S:1:pos:R:3:forces:R:3:mulliken_charge:R:1
C -0.684082 -0.578016 -0.052878 0.90 1.02 -0.42 -0.08
C 0.732737 -0.796918 -0.168494 -1.93 -3.09 0.49 -0.28
N -1.031438 0.650600 -0.231488 -1.83 -0.56 -0.06 0.00
N 1.515535 0.209698 -0.201728 2.82 -2.00 -0.04 -0.12
N -2.286622 0.996395 -0.007740 0.29 2.40 -0.69 -0.47
S 1.152918 1.715350 -0.170954 1.34 3.95 -0.08 -0.22
S 3.347090 -0.412562 -0.081873 -0.05 1.43 -2.91 -0.13
H -1.409964 -1.331220 0.182879 -0.09 -0.69 0.19 0.42
H 1.102157 -1.840868 -0.063260 -0.04 1.13 -0.36 0.30
H -2.952577 0.289872 0.149590 -1.23 -0.72 0.11 0.20
H -2.549882 1.928544 -0.407004 0.22 -1.71 0.68 0.23
H 3.064129 -0.830870 1.052945 -0.41 -1.16 3.11 0.13
```
Forces are in eV/Å.

As for the HOMO energy: -0.25685 Ha. Its LUMO energy is 0.03 eV. The gap between HOMO and LUMO is 7.015 eV. The largest force on an atom is 0.0811 hartree/bohr.

---

# 3
An isolated molecule of C2H5N3S2 at a distorted geometry, computed with ωB97M-V/def2-TZVPD.

```
12
Properties=species:S:1:pos:R:3:forces:R:3:mulliken_charge:R:1
C -1.399073 -0.461834 -0.098044 1.55 1.42 -0.94 0.35
C 1.187037 0.233828 -0.202579 -2.90 5.48 0.94 0.49
H -0.413784 -2.426666 0.406794 -2.80 3.24 -1.09 0.24
H -2.194157 -2.216658 0.178569 -0.23 -0.08 0.20 0.23
H -0.524750 1.241970 0.027669 0.05 -0.05 -0.89 0.21
H 2.734265 1.704075 0.328282 0.85 -1.04 -0.03 0.19
H 1.393631 2.529144 0.034705 -0.88 -1.36 -0.35 0.21
N -1.312672 -1.738530 0.189047 2.68 -3.62 0.85 -0.38
N -0.223135 0.346084 -0.366297 -0.14 1.80 1.80 -0.27
N 1.776234 1.577292 0.103147 -1.28 -2.03 -0.57 -0.41
S -2.825097 0.387942 -0.267586 0.04 -0.49 0.23 -0.41
S 1.801499 -1.176646 -0.333706 3.06 -3.27 -0.15 -0.45
```
Forces are in eV/Å.

As for the HOMO energy: -0.31433 Ha. As for the SMILES: NC(=S)NC(N)=S. Its LUMO energy is 0.22 eV. The gap between HOMO and LUMO is 8.773 eV. The largest force on an atom is 0.1219 hartree/bohr.

---

# 4
An isolated molecule of C2H5N3S3 at a distorted geometry, computed with ωB97M-V/def2-TZVPD.

```
13
Properties=species:S:1:pos:R:3:forces:R:3:mulliken_charge:R:1
C 1.146429 0.863121 0.662900 0.01 -0.29 -0.50 -0.31
C 0.249835 0.604403 -0.554847 0.04 -0.23 -0.09 -0.37
N 0.335827 1.729367 1.511718 0.73 0.39 1.14 -0.35
N -0.931801 1.399467 -0.173923 0.24 -0.63 -1.43 0.30
N -0.748367 1.983456 1.016090 -1.13 0.87 0.70 -0.17
S -2.409664 1.275458 -0.942001 -0.02 0.02 0.46 -0.03
S -3.614319 0.260129 0.392527 0.00 0.11 -0.09 -0.03
S -2.912322 -1.656657 0.557401 0.09 -0.15 -0.07 -0.20
H 1.398687 -0.031750 1.234671 0.03 0.05 -0.09 0.24
H 2.067917 1.396116 0.423070 -0.04 -0.11 -0.02 0.25
H 0.660934 1.000588 -1.484139 0.03 -0.14 0.04 0.25
H -0.024241 -0.443741 -0.682059 0.06 0.08 -0.04 0.23
H -3.547572 -2.227441 -0.480437 -0.04 0.05 -0.01 0.18
```
Forces are in eV/Å.

As for the HOMO energy: -0.32371 Ha. As for the SMILES: SSSN1CCN=N1. Its LUMO energy is 0.26 eV. The gap between HOMO and LUMO is 9.070 eV. The largest force on an atom is 0.0309 hartree/bohr.

---

ΔE to the lowest compared entry with this formula, charge and spin values (in eV) by entry order: 4.045 5.352 1.775 1.760.